Record 1
Formula: C3H4FKO3
Source: the OMol25 dataset
Level of theory: the ωB97M-V functional and the def2-TZVPD basis

Geometry as ORCA input:
```
! RIJCOSX wB97M-V def2-TZVPD def2/J DEFGRID3
* xyz 0 1
F 5.032 -0.636 0.445
O 1.665 -0.141 -1.796
C 0.911 0.884 -1.549
C 2.940 -0.077 -0.682
O -0.254 0.968 -1.929
O 1.389 1.701 -0.630
C 2.422 1.089 0.167
K -1.397 -0.301 -4.304
H 3.738 0.232 -1.366
H 2.769 -1.043 -0.197
H 3.189 1.849 0.342
H 1.976 0.751 1.107
*
```

The value obtained for the HOMO energy is -6.888 eV. The HOMO-LUMO gap comes out at 5.01 eV. As for the maximum force: 2.27 eV Å⁻¹. For the LUMO energy, the calculation gives -1.9 eV.

***

Record 2
Formula: C3H4N2O2S
Source: the OMol25 dataset
Level of theory: the ωB97M-V functional and the def2-TZVPD basis

Geometry as ORCA input:
```
! RIJCOSX wB97M-V def2-TZVPD def2/J DEFGRID3
* xyz 0 1
N 1.210 1.521 -0.044
C 0.119 0.574 -0.092
O -1.233 1.040 0.021
C -2.012 -0.034 0.187
S -3.540 -0.110 -0.136
O -1.157 -1.128 0.219
C 0.116 -0.702 0.063
N 1.386 -1.431 -0.205
H 0.639 2.284 -0.687
H 1.012 1.924 0.872
H 1.691 -2.043 -0.988
H 1.769 -1.894 0.790
*
```

The value obtained for the HOMO energy is -8.796 eV. As for the SMILES: Nc1oc(=S)oc1N. The HOMO-LUMO gap comes out at 9.17 eV. As for the maximum force: 5.58 eV Å⁻¹. The calculation puts the energy above the lowest of the compared OMol25 structures with the same formula, charge and spin at 342.2 kJ/mol. For the LUMO energy, the calculation gives 0.4 eV.

***

Record 3
Formula: C3H7Cl
Source: the OMol25 dataset
Level of theory: the ωB97M-V functional and the def2-TZVPD basis

Geometry as ORCA input:
```
! RIJCOSX wB97M-V def2-TZVPD def2/J DEFGRID3
* xyz 0 1
C 0.533 1.674 0.005
C -0.654 -1.487 -0.687
C -0.960 -0.424 0.320
Cl -2.469 0.472 0.071
H -0.268 2.337 0.379
H 1.500 1.926 0.432
H 0.408 1.366 -1.030
H 0.314 -1.803 -0.625
H -0.717 -1.051 -1.670
H -1.268 -2.401 -0.556
H -0.846 -0.668 1.440
*
```

The value obtained for the HOMO energy (alpha / beta) is -8.750 / -8.375 eV. The HOMO-LUMO gap (alpha / beta) comes out at 9.07 / 8.73 eV. As for the maximum force: 3.00 eV Å⁻¹. The calculation puts the energy above the lowest of the compared OMol25 structures with the same formula, charge and spin at 324.6 kJ/mol. For the LUMO energy (alpha / beta), the calculation gives 0.3 / 0.4 eV.

***

Record 4
Formula: C11H12InN2P
Source: the OMol25 dataset
Level of theory: the ωB97M-V functional and the def2-TZVPD basis

Geometry as ORCA input:
```
! RIJCOSX wB97M-V def2-TZVPD def2/J DEFGRID3
* xyz 0 1
C 0.505 -0.332 -2.136
C -0.750 0.175 -2.644
C -0.734 1.613 -2.415
C 0.303 1.851 -1.422
C 1.100 0.648 -1.365
In -1.478 0.708 -0.540
P 0.230 -2.199 0.537
H 0.939 -1.318 -2.365
H -1.405 -0.320 -3.361
H -1.245 2.366 -3.020
H 2.037 0.530 -0.820
H 0.629 2.841 -1.102
H 1.471 -2.078 1.219
H 0.656 -3.310 -0.244
H -0.362 -2.997 1.551
N 2.808 0.059 5.596
C 1.833 0.144 4.952
C 0.620 0.251 4.179
C -0.631 0.226 4.809
C -1.781 0.317 4.034
C -1.639 0.446 2.648
N -0.444 0.489 2.057
C 0.673 0.379 2.784
H -0.684 0.131 5.893
H -2.781 0.289 4.460
H -2.516 0.507 1.984
H 1.625 0.365 2.246
*
```

The value obtained for the HOMO energy is -6.977 eV. The HOMO-LUMO gap comes out at 6.84 eV. As for the maximum force: 4.09 eV Å⁻¹. The calculation puts the energy above the lowest of the compared OMol25 structures with the same formula, charge and spin at 0.0 kJ/mol. For the LUMO energy, the calculation gives -0.1 eV.

***

Record 5
Formula: C19H23NO3
Source: the OMol25 dataset
Level of theory: the ωB97M-V functional and the def2-TZVPD basis

Geometry as ORCA input:
```
! RIJCOSX wB97M-V def2-TZVPD def2/J DEFGRID3
* xyz 0 1
C 4.782 4.312 -2.235
C 4.636 3.937 -0.767
O 3.798 2.790 -0.604
C 2.480 2.994 -0.579
O 1.960 4.076 -0.651
C 1.738 1.675 -0.482
C 0.422 1.836 0.290
C -0.619 0.826 -0.203
N 0.065 -0.392 -0.611
C -0.817 -1.553 -0.662
C -1.298 -1.976 0.712
C -0.434 -1.889 1.792
O 0.827 -1.416 1.695
C -0.842 -2.304 3.077
C -2.093 -2.796 3.282
C -3.002 -2.914 2.211
C -4.293 -3.437 2.418
C -5.173 -3.580 1.383
C -4.781 -3.205 0.092
C -3.536 -2.689 -0.139
C -2.600 -2.512 0.905
C 0.785 -0.194 -1.860
C 1.434 1.194 -1.906
H 5.169 3.469 -2.802
H 3.815 4.599 -2.641
H 5.466 5.149 -2.331
H 5.597 3.652 -0.335
H 4.205 4.771 -0.204
H 2.395 0.948 0.001
H 0.050 2.852 0.147
H 0.609 1.688 1.353
H -1.314 0.583 0.604
H -1.209 1.242 -1.035
H -1.668 -1.349 -1.327
H -0.245 -2.380 -1.104
H 0.921 -1.002 0.808
H -0.125 -2.213 3.878
H -2.406 -3.108 4.268
H -4.572 -3.730 3.421
H -6.161 -3.983 1.549
H -5.473 -3.328 -0.729
H -3.273 -2.426 -1.152
H 1.554 -0.971 -1.922
H 0.117 -0.311 -2.731
H 0.763 1.915 -2.377
H 2.349 1.150 -2.497
*
```

The value obtained for the HOMO energy is -7.802 eV. As for the SMILES: CCOC(=O)C1CCN(Cc2c(O)ccc3ccccc23)CC1. The HOMO-LUMO gap comes out at 8.56 eV. As for the maximum force: 0.54 eV Å⁻¹. The calculation puts the energy above the lowest of the compared OMol25 structures with the same formula, charge and spin at 23.6 kJ/mol. For the LUMO energy, the calculation gives 0.8 eV.

***

| no. | calculated total energy (Eh) |
| --- | --- |
| 1 | -1042.17416 |
| 2 | -774.79646 |
| 3 | -578.55399 |
| 4 | -1067.22943 |
| 5 | -1018.31645 |